Record 1
Computed, not measured: a structure of composition C48H61AsMnN4O3P, with ωB97M-V/def2-TZVPD.

```
! wB97M-V def2-TZVPD RIJCOSX def2/J DEFGRID3
* xyz -1 6
Mn 0.946 -3.049 0.975
C 3.714 -1.739 2.080
N 2.583 -2.476 2.692
C 1.904 -1.564 3.650
C 0.662 -2.154 4.351
C -0.541 -2.147 3.450
N -0.480 -3.118 2.297
C -1.445 -4.023 2.274
C -1.984 -4.714 1.155
C -3.217 -5.363 1.328
C -3.843 -5.936 0.276
C -3.170 -5.955 -0.996
C -2.022 -5.248 -1.248
C -1.380 -4.621 -0.149
O -0.207 -4.142 -0.327
C 3.185 -3.662 3.400
C 2.409 -5.025 3.296
C 2.532 -5.628 1.934
N 2.329 -4.649 0.842
C 2.974 -4.869 -0.253
C 2.960 -4.085 -1.472
C 3.408 -4.690 -2.662
C 3.417 -3.966 -3.844
C 3.024 -2.593 -3.815
C 2.616 -1.971 -2.665
C 2.477 -2.743 -1.484
O 2.048 -2.144 -0.396
H 4.369 -1.106 2.792
H 3.267 -1.013 1.400
H 4.264 -2.478 1.428
H 1.617 -0.655 3.036
H 2.685 -1.213 4.401
H 0.422 -1.524 5.236
H 0.943 -3.162 4.663
H -0.683 -1.149 2.984
H -1.427 -2.417 4.039
H -1.804 -4.352 3.272
H -3.610 -5.405 2.296
H -4.846 -6.327 0.411
H -3.518 -6.666 -1.736
H -1.555 -5.223 -2.222
H 3.259 -3.399 4.481
H 4.231 -3.801 3.061
H 1.363 -4.887 3.571
H 2.785 -5.732 4.098
H 1.783 -6.435 1.815
H 3.547 -6.045 1.805
H 3.460 -5.861 -0.304
H 3.766 -5.726 -2.577
H 3.666 -4.405 -4.813
H 3.093 -1.974 -4.737
H 2.295 -0.918 -2.725
C 1.108 6.977 -3.705
C 0.354 5.961 -2.924
C -0.955 5.548 -3.188
C -1.536 4.327 -2.812
C -2.970 4.073 -3.071
C -0.690 3.481 -2.042
As -0.721 1.456 -1.999
N -1.964 1.135 -0.649
C -2.266 1.820 0.467
C -3.219 1.164 1.355
C -3.911 1.904 2.316
C -3.723 3.296 2.443
C -2.670 3.906 1.721
C -1.928 3.172 0.812
C -1.748 1.173 -3.718
C -1.000 1.235 -4.896
C 0.381 1.838 -4.879
C -1.473 0.585 -6.027
C -2.684 -0.160 -6.024
C -3.195 -0.924 -7.247
C -3.442 -0.162 -4.886
C -3.012 0.568 -3.714
C -3.981 0.688 -2.570
C 0.555 3.933 -1.491
C 1.382 3.222 -0.487
C 1.028 5.194 -1.956
H 0.824 8.001 -3.465
H 0.988 6.873 -4.815
H 2.196 6.832 -3.552
H -1.564 6.270 -3.765
H -3.446 5.006 -3.279
H -3.486 3.619 -2.212
H -3.219 3.484 -3.977
H -3.406 0.063 1.294
H -4.587 1.359 2.982
H -4.400 3.854 3.125
H -2.388 4.943 1.874
H -1.117 3.728 0.248
H 0.428 2.900 -4.550
H 0.905 1.739 -5.831
H 1.054 1.281 -4.280
H -0.841 0.648 -6.905
H -4.091 -0.422 -7.662
H -3.529 -1.914 -6.861
H -2.385 -1.090 -7.993
H -4.453 -0.649 -4.881
H -4.998 0.640 -2.979
H -3.813 1.618 -2.065
H -3.803 -0.100 -1.844
H 0.778 2.823 0.273
H 2.198 3.803 -0.099
H 1.874 2.310 -0.892
H 1.998 5.546 -1.527
C 0.261 3.602 6.299
P 1.842 3.649 5.362
C 2.247 5.364 5.142
C 3.106 3.118 6.504
O 1.772 2.848 4.111
H 0.256 3.793 7.376
H -0.157 2.597 6.170
H -0.414 4.353 5.864
H 1.707 5.928 5.909
H 2.056 5.720 4.120
H 3.332 5.544 5.392
H 3.244 3.875 7.286
H 4.071 3.042 5.969
H 2.968 2.143 6.941
*
```

Its molar mass is 902.9 u. For the HOMO energy (alpha / beta), the calculation gives -2.536 / -2.536 eV. Its expectation value of S² is 8.760. The calculation puts the LUMO energy (alpha / beta) at 2.03 / 2.02 eV.

Mulliken atomic charge list, values in e, 2 entries: number 1, Mn, carries 0.072; number 2, C, carries -1.318


Record 2
Computed, not measured: a structure of composition C48H61BN19ORuS3, with ωB97M-V/def2-TZVPD.

```
! wB97M-V def2-TZVPD RIJCOSX def2/J DEFGRID3
* xyz 2 2
Ru -0.401 -0.638 0.018
C 4.436 1.781 -6.688
C 3.080 2.171 -6.100
C 2.063 2.450 -7.212
C 3.220 3.433 -5.258
N 2.585 0.989 -5.319
C 2.052 -0.111 -5.984
C 1.698 -1.019 -5.077
N 2.024 -0.512 -3.821
B 1.644 -1.116 -2.478
N 2.870 -1.474 -1.619
C 4.192 -1.431 -1.970
C 4.905 -1.830 -0.903
N 4.019 -2.109 0.127
C 2.761 -1.895 -0.345
S 1.253 -2.348 0.410
C 4.587 -2.437 1.479
C 5.447 -3.692 1.332
C 5.428 -1.232 1.913
C 3.528 -2.692 2.539
N 0.913 -2.464 -2.748
C 1.523 -3.584 -3.255
C 0.600 -4.568 -3.318
N -0.584 -4.057 -2.826
C -0.354 -2.776 -2.466
S -1.455 -1.642 -1.735
C -1.877 -4.816 -2.756
C -2.899 -4.114 -3.651
C -2.346 -4.884 -1.304
C -1.648 -6.234 -3.269
C 2.570 0.733 -3.978
S 3.157 1.644 -2.679
H 4.818 2.594 -7.306
H 4.355 0.891 -7.315
H 5.156 1.590 -5.892
H 2.327 3.387 -7.700
H 1.056 2.553 -6.804
H 2.057 1.682 -7.984
H 3.463 4.246 -5.945
H 4.011 3.358 -4.522
H 2.291 3.687 -4.748
H 1.974 -0.163 -7.053
H 1.253 -1.985 -5.228
H 0.936 -0.339 -1.848
H 4.514 -1.108 -2.943
H 5.967 -1.922 -0.783
H 6.271 -3.554 0.633
H 4.842 -4.535 0.995
H 5.878 -3.946 2.300
H 6.297 -1.083 1.274
H 5.787 -1.389 2.930
H 4.826 -0.321 1.893
H 2.891 -3.539 2.290
H 2.912 -1.810 2.703
H 4.051 -2.921 3.467
H 2.565 -3.593 -3.528
H 0.694 -5.579 -3.663
H -3.081 -3.089 -3.332
H -3.845 -4.653 -3.603
H -2.563 -4.108 -4.688
H -2.616 -3.902 -0.926
H -1.568 -5.313 -0.669
H -3.225 -5.525 -1.248
H -1.344 -6.249 -4.316
H -2.593 -6.771 -3.197
H -0.918 -6.775 -2.667
C -2.705 -1.625 5.428
N -1.695 -1.524 4.368
C -1.713 -0.809 3.247
N -0.626 -1.065 2.530
C 0.039 -1.977 3.297
N -0.576 -2.275 4.413
C -3.615 -0.421 5.453
C -4.994 -0.560 5.534
C -5.811 0.566 5.568
C -5.266 1.835 5.472
C -3.884 1.975 5.368
C -3.068 0.852 5.398
C -3.262 3.274 5.139
N -3.773 4.453 5.053
N -2.748 5.304 4.695
C -1.686 4.580 4.588
O -1.934 3.277 4.863
C -0.344 4.921 4.135
C 0.028 6.241 3.890
C 1.289 6.508 3.384
C 2.173 5.473 3.101
C 1.806 4.159 3.354
C 2.698 2.992 3.000
N 2.103 2.230 1.901
C 1.432 1.087 1.951
N 0.934 0.831 0.744
C 1.342 1.898 -0.013
N 2.048 2.759 0.664
C 0.554 3.891 3.884
H -2.153 -1.738 6.361
H -3.276 -2.538 5.266
H -2.496 -0.118 3.001
H 0.976 -2.423 3.018
H -5.437 -1.548 5.576
H -6.883 0.447 5.652
H -5.895 2.715 5.462
H -1.994 0.977 5.352
H -0.672 7.040 4.094
H 1.585 7.532 3.197
H 3.147 5.691 2.681
H 2.812 2.302 3.836
H 3.686 3.317 2.684
H 1.326 0.478 2.831
H 1.149 1.991 -1.068
H 0.259 2.866 4.082
N -6.275 0.309 1.172
C -5.245 -0.562 1.166
C -3.935 -0.160 0.801
N -2.930 -1.010 0.807
C -3.186 -2.279 1.152
C -4.466 -2.666 1.498
N -5.492 -1.823 1.513
H -6.147 1.286 0.986
H -7.178 -0.015 1.474
H -3.727 0.871 0.540
H -2.356 -2.972 1.156
H -4.674 -3.692 1.781
C -3.350 3.118 -2.648
N -2.297 3.168 -1.627
C -2.025 4.452 -0.970
C -1.877 2.064 -1.079
N -1.474 1.078 -0.630
H -4.324 3.339 -2.209
H -3.369 2.131 -3.103
H -3.129 3.857 -3.415
H -2.913 4.811 -0.446
H -1.735 5.180 -1.725
H -1.208 4.333 -0.262
*
```

For the energy relative to the best compared isomer or geometry (same formula, charge and spin), the calculation gives 0.0 kcal per mole. Its molar mass is 1128.2 u. For the HOMO energy (alpha / beta), the calculation gives -11.227 / -11.227 eV. Its expectation value of S² is 0.764. The calculation puts the LUMO energy (alpha / beta) at -6.59 / -6.02 eV.

Mulliken atomic charge list, values in e, 2 entries: number 1, Ru, carries -0.039; number 2, C, carries -1.530


Question: Which of these has the highest expectation value of S²?
Answer: C48H61AsMnN4O3P


Question: Which value of expectation value of S² does entry 1 give?
Answer: 8.760